1.
Entry from OMol25: 2 unconnected molecules or ions with the total composition C33H46N3OS2 in a non-equilibrium geometry (ωB97M-V/def2-TZVPD).

## Properties
- max |F| (eV/A) = 6.1
- charge = +1

Each line ends with the Löwdin charge.
Geometry (Å):
C (-2.21565, 0.07491, 3.15150)  -0.1139
C (-0.91316, 0.72106, 2.34893)  -0.2587
N (-1.29656, 1.43755, 1.05945)  -0.2330
C (-0.08114, 1.86787, 0.26311)  -0.2790
C (-0.40223, 2.83870, -1.01935)  -0.1101
C (-2.19651, 2.61696, 1.41370)  -0.9525
S (-1.70093, 4.01811, 2.24539)  0.6377
S (-4.04104, 2.51291, 0.92572)  0.7661
C (-4.08877, 2.90941, -0.91514)  -0.4923
C (-5.59113, 2.85723, -1.57646)  -0.2325
C (-6.19600, 1.33715, -1.77930)  -0.2031
C (-5.11788, 0.13614, -1.43988)  -0.1518
C (-4.21049, -0.28042, -2.73925)  -0.1928
C (-4.16173, 0.82760, -3.94491)  -0.1903
C (-3.30039, 0.16735, -5.21781)  -0.1916
C (-1.79030, -0.31707, -4.79508)  -0.1423
C (-1.60687, -1.87575, -4.25349)  -0.0275
C (-0.19819, -2.54066, -3.74275)  -0.0649
C (1.14607, -1.59125, -3.76650)  -0.0982
C (0.98464, -0.05161, -4.31871)  -0.1016
C (-0.42984, 0.61172, -4.83402)  -0.0327
C (-6.03712, -1.17285, -1.09104)  -0.1284
C (-5.06463, -2.28569, -0.09364)  -0.1136
C (-3.57941, -1.60225, 0.48821)  -0.0455
O (-3.69617, -2.72504, -0.70861)  -0.2792
H (-1.95812, -1.08196, 3.27597)  0.0827
H (-3.19991, 0.26068, 2.53795)  0.0450
H (-2.39866, 0.59092, 4.21206)  0.0917
H (-0.44904, 1.52371, 3.09890)  0.1006
H (-0.11239, -0.12759, 2.16462)  0.1222
H (0.39768, 0.87231, -0.18918)  0.1304
H (0.76548, 2.37462, 0.89261)  0.0947
H (0.64016, 3.13675, -1.50907)  0.0785
H (-0.91402, 3.86440, -0.72895)  0.0754
H (-1.05808, 2.25035, -1.79121)  0.0707
H (-3.71184, 4.03662, -1.01300)  0.0980
H (-3.28486, 2.25763, -1.47154)  0.0552
H (-6.33569, 3.49391, -0.90721)  0.1191
H (-5.53432, 3.39361, -2.62392)  0.1137
H (-6.73572, 1.21286, -2.82562)  0.1204
H (-7.06375, 1.22990, -0.96662)  0.1117
H (-3.09709, -0.42421, -2.33280)  0.1122
H (-4.58854, -1.30768, -3.18060)  0.1191
H (-5.20202, 1.13877, -4.38115)  0.1135
H (-3.51492, 1.73994, -3.58241)  0.1066
H (-3.91057, -0.70459, -5.75009)  0.1250
H (-3.22392, 1.03696, -6.03193)  0.1190
H (-2.56842, -2.55799, -4.20469)  0.0955
H (-0.10033, -3.65336, -3.32498)  0.0944
H (2.20769, -1.97252, -3.40094)  0.0732
H (1.93933, 0.66182, -4.32842)  0.0721
H (-0.51035, 1.72246, -5.19955)  0.0891
H (-6.91251, -0.93274, -0.34206)  0.1094
H (-6.35114, -1.82658, -2.00882)  0.1171
H (-5.68118, -3.06735, 0.67019)  0.1629
H (-2.88574, -0.99880, -0.23064)  0.0843
H (-2.77563, -2.29271, 0.98629)  0.0991
C (7.32463, -3.30552, 6.82714)  0.0144
N (6.82327, -2.63136, 5.61258)  -0.1313
C (6.08328, -3.33434, 4.72582)  -0.0195
C (5.55927, -2.71490, 3.58816)  0.0202
C (5.78844, -1.35538, 3.35526)  -0.1859
C (6.57932, -0.66927, 4.28539)  0.0151
C (7.08830, -1.32453, 5.40572)  -0.0178
C (5.20729, -0.65001, 2.19864)  -0.1919
C (4.37220, 0.45829, 2.38510)  0.0136
C (3.86288, 1.15599, 1.29107)  -0.0208
N (4.17080, 0.77567, 0.03265)  -0.1225
C (4.95383, -0.30488, -0.18823)  -0.0222
C (5.47956, -1.03300, 0.88163)  0.0155
C (3.66788, 1.54945, -1.11910)  0.0128
H (7.92134, -4.16608, 6.51423)  0.1048
H (6.45550, -3.61890, 7.41231)  0.1064
H (7.93894, -2.61597, 7.41041)  0.0980
H (5.90683, -4.38533, 4.94158)  0.1393
H (4.95168, -3.30585, 2.90370)  0.1310
H (6.81104, 0.38613, 4.14826)  0.1304
H (7.69896, -0.80598, 6.14041)  0.1361
H (4.10525, 0.79245, 3.38697)  0.1299
H (3.21745, 2.02211, 1.41790)  0.1261
H (5.16255, -0.56749, -1.22219)  0.1372
H (6.12283, -1.88524, 0.66802)  0.1291
H (3.10515, 0.86998, -1.76340)  0.0899
H (4.53514, 1.96328, -1.64140)  0.1066
H (3.02022, 2.35852, -0.77190)  0.0848

2.
Entry from OMol25: a molecular structure, C33H47AsCuNP2S (ωB97M-V/def2-TZVPD).

## Properties
- max |F| (eV/A) = 0.8
- charge = 0
- ΔE to the lowest compared entry with this formula, charge and spin (kJ/mol) = 49.2

Each line ends with the Löwdin charge.
Geometry (Å):
Cu (-0.85721, -0.29354, 1.38930)  -0.0020
C (4.10041, -1.00443, -3.95923)  -0.0449
C (3.32931, 0.22272, -3.45198)  -0.5610
C (1.88081, 0.11624, -3.93303)  -0.0647
C (3.93954, 1.49602, -4.05586)  -0.0473
C (3.42302, 0.28298, -1.92778)  -0.1710
C (4.67816, 0.46755, -1.31788)  -0.0360
C (4.82662, 0.54416, 0.05383)  -0.0715
C (3.68992, 0.43308, 0.84860)  -0.4713
S (3.51378, 0.51275, 2.57262)  1.0975
C (1.77741, 0.25932, 2.39892)  -0.5036
N (1.39345, 0.12255, 1.16463)  0.0399
C (2.43783, 0.22999, 0.26878)  -0.3221
C (2.30909, 0.15602, -1.11830)  0.0110
C (0.86030, 0.27328, 3.54861)  -0.2727
C (1.36093, 0.40127, 4.85057)  -0.0805
C (0.48636, 0.50823, 5.91392)  -0.1051
C (-0.88538, 0.50592, 5.66588)  -0.1004
C (-1.36360, 0.35608, 4.37117)  -0.1436
C (-0.52391, 0.21277, 3.26073)  -0.1778
H (4.04443, -1.06190, -5.04966)  0.0854
H (3.67649, -1.92214, -3.54423)  0.0874
H (5.15359, -0.95961, -3.67543)  0.0786
H (1.86047, 0.12196, -5.02474)  0.0866
H (1.27911, 0.95792, -3.58097)  0.0837
H (1.41157, -0.81190, -3.59638)  0.0812
H (3.84103, 1.47781, -5.14432)  0.0846
H (4.99998, 1.59061, -3.81722)  0.0757
H (3.42689, 2.38407, -3.67872)  0.0901
H (5.56584, 0.54774, -1.93443)  0.1076
H (5.80404, 0.68913, 0.49709)  0.1087
H (1.31662, -0.00430, -1.52050)  0.1058
H (2.43208, 0.41522, 5.03245)  0.0801
H (0.86184, 0.60229, 6.92550)  0.0951
H (-1.57780, 0.61607, 6.49474)  0.0945
H (-2.44135, 0.35470, 4.21299)  0.0774
C (-4.95722, 1.26919, 1.38082)  -0.2743
P (-3.23544, 0.88250, 0.83436)  0.9122
C (-3.64144, -0.70347, -0.04784)  -0.3017
C (-3.10031, 2.00935, -0.63645)  -0.3759
C (-4.04725, 1.92220, -1.66188)  -0.1091
C (-3.97137, 2.71850, -2.78997)  -0.0836
C (-2.93698, 3.63352, -2.91487)  -0.0838
C (-1.99432, 3.74306, -1.90884)  -0.1062
C (-2.04596, 2.94442, -0.76235)  -0.3863
P (-0.76173, 3.11411, 0.56436)  0.9119
C (-1.11770, 4.84903, 1.09577)  -0.2935
C (0.74574, 3.43949, -0.45709)  -0.2932
H (-5.65506, 1.25060, 0.54319)  0.0297
H (-4.98060, 2.25456, 1.84744)  0.0364
H (-5.26196, 0.53044, 2.12396)  0.0383
H (-4.61123, -0.68178, -0.55158)  0.0344
H (-3.64103, -1.51270, 0.68412)  0.0188
H (-2.86047, -0.90756, -0.77743)  0.0125
H (-4.86408, 1.21586, -1.58021)  0.0874
H (-4.71649, 2.62849, -3.57126)  0.1034
H (-2.86637, 4.25817, -3.79741)  0.1035
H (-1.19628, 4.46683, -2.02203)  0.0900
H (-1.22327, 5.52492, 0.24414)  0.0319
H (-0.29155, 5.18399, 1.72593)  0.0346
H (-2.03148, 4.87295, 1.69119)  0.0316
H (0.69382, 4.37574, -1.01563)  0.0282
H (0.89100, 2.60901, -1.15035)  0.0208
H (1.61301, 3.47594, 0.20508)  0.0373
C (-1.37533, -3.60197, -1.87441)  -0.1727
C (-1.50427, -3.84154, -0.37219)  -0.4249
As (-0.47321, -2.53992, 0.67423)  1.2063
C (1.36652, -3.09128, 0.27932)  -0.4087
C (1.62418, -4.59419, 0.26785)  -0.1590
C (-0.69506, -3.36487, 2.44326)  -0.4098
C (-2.09858, -3.14610, 3.00467)  -0.1716
H (-1.96128, -4.32416, -2.44419)  0.0690
H (-0.33620, -3.68515, -2.20218)  0.0582
H (-1.72511, -2.60269, -2.14144)  0.0533
H (-1.18210, -4.84725, -0.10156)  0.0618
H (-2.54337, -3.73795, -0.05827)  0.0531
H (1.97676, -2.60049, 1.03919)  0.0616
H (1.65106, -2.64439, -0.67397)  0.0507
H (1.35132, -5.05621, 1.21770)  0.0602
H (2.68355, -4.79479, 0.09735)  0.0716
H (1.06330, -5.09420, -0.52409)  0.0578
H (0.04795, -2.90369, 3.09669)  0.0691
H (-0.47381, -4.43179, 2.37969)  0.0581
H (-2.35009, -2.08341, 2.99629)  0.0331
H (-2.16243, -3.49321, 4.03715)  0.0720
H (-2.84944, -3.68876, 2.42400)  0.0602

3.
Entry from OMol25: 6 unconnected molecules or ions with the total composition C33H47Br10N3O2 in a non-equilibrium geometry (ωB97M-V/def2-TZVPD).

## Properties
- max |F| (eV/A) = 8.2
- charge = 0
- SMILES = CCCCCc1cc(CN)c(CNC)c2c1C(=O)C=C(c1ccncc1)C2=O.BrCCBr.BrCCBr.BrCCBr.BrCCBr.BrCCBr

Each line ends with the Löwdin charge.
Geometry (Å):
C (-0.73333, 3.76255, -4.35647)  -0.1429
C (-2.20023, 3.68285, -3.59517)  -0.2527
C (-2.64790, 2.10688, -3.35514)  -0.2412
C (-2.60242, 1.62625, -1.78763)  -0.1956
C (-1.17750, 2.00637, -1.01213)  -0.1741
C (-0.47938, 0.57691, -0.50277)  -0.0659
C (-0.84382, -0.09417, 0.95676)  0.0309
C (-0.22281, -1.54163, 1.50667)  -0.0616
C (-0.74271, -2.09203, 2.99452)  -0.2821
N (-1.68094, -3.25983, 2.77783)  -0.0398
C (0.84931, -2.39742, 0.55190)  -0.0122
C (1.41440, -3.83424, 1.10224)  -0.2133
N (2.00699, -3.76756, 2.51804)  -0.1476
C (3.48838, -3.35415, 2.42073)  -0.1438
C (1.23014, -1.73868, -0.90817)  0.0171
C (0.59847, -0.28566, -1.44473)  0.0208
C (1.08060, 0.26786, -2.94774)  -0.1945
O (1.31507, 1.55410, -3.21751)  -0.0534
C (1.29629, -0.94443, -4.07989)  0.0723
C (1.84104, -2.27484, -3.59193)  -0.0642
C (2.02188, -3.51488, -4.66278)  -0.0998
C (3.13135, -3.62661, -5.84918)  -0.0122
C (3.18331, -4.93889, -6.76719)  -0.1286
N (2.34368, -6.16808, -6.80222)  -0.0056
C (1.31880, -5.99730, -5.73561)  -0.1293
C (1.06822, -4.83448, -4.66172)  -0.0136
C (2.25006, -2.50140, -1.98587)  -0.1682
O (3.33190, -3.20299, -1.64062)  -0.0314
H (0.06600, 3.96544, -3.49486)  0.0731
H (-0.47715, 2.66733, -4.75429)  0.0676
H (-0.68148, 4.56325, -5.21227)  0.0682
H (-2.96607, 4.24112, -4.29643)  0.0671
H (-2.12788, 4.17830, -2.51918)  0.0868
H (-3.79342, 2.04757, -3.68602)  0.0925
H (-2.08599, 1.35120, -4.07440)  0.1073
H (-2.74963, 0.44540, -1.79696)  0.1181
H (-3.54971, 2.08535, -1.26072)  0.1144
H (-0.45882, 2.66477, -1.65947)  0.0983
H (-1.50520, 2.56978, -0.01534)  0.0379
H (-1.60355, 0.44424, 1.70419)  0.1016
H (0.13371, -2.29081, 3.74435)  0.0389
H (-1.38688, -1.19602, 3.44808)  0.1039
H (-2.08072, -3.28429, 1.80783)  0.0774
H (-2.48762, -3.11901, 3.43976)  -0.0043
H (2.23384, -4.33847, 0.43656)  0.1097
H (0.48630, -4.58153, 1.09888)  0.1303
H (2.06073, -4.76190, 2.89383)  0.1102
H (3.71168, -2.90950, 1.34374)  0.0903
H (3.80866, -2.62187, 3.29247)  0.0759
H (4.20726, -4.30043, 2.51883)  0.0913
H (0.99913, -0.72700, -5.19354)  0.1299
H (3.89205, -2.74434, -6.02661)  0.1014
H (4.05569, -4.94651, -7.58576)  0.1078
H (0.54474, -6.90778, -5.68212)  0.1072
H (0.19806, -4.92855, -3.87326)  0.1010
Br (1.65469, -2.61593, 6.33750)  0.6221
C (2.50631, -0.86986, 6.51545)  -0.7010
C (1.56088, 0.24150, 6.12328)  -0.6802
Br (1.39554, 0.37560, 4.18447)  0.6288
H (3.41903, -0.89683, 5.91374)  0.0500
H (2.77527, -0.79214, 7.57310)  0.0495
H (1.95281, 1.21153, 6.44250)  -0.0181
H (0.55078, 0.11414, 6.52224)  0.0606
Br (4.02068, 2.46315, 7.84471)  0.6569
C (5.05652, 3.38158, 6.47023)  -0.6735
C (4.36353, 4.64542, 6.01722)  -0.6790
Br (2.88073, 4.24472, 4.81511)  0.6644
H (5.22290, 2.66349, 5.66244)  0.0581
H (6.01363, 3.61576, 6.94571)  0.0598
H (5.04414, 5.26901, 5.43038)  0.0599
H (3.95594, 5.23719, 6.84146)  0.0552
Br (-0.79415, 3.37560, 3.65896)  0.5749
C (0.24169, 4.29403, 2.28447)  -0.6876
C (-0.45130, 5.55787, 1.83147)  -0.6701
Br (-1.93409, 5.15717, 0.62936)  0.6498
H (0.40807, 3.57594, 1.47669)  0.0526
H (1.19881, 4.52821, 2.75995)  -0.0269
H (0.22931, 6.18146, 1.24463)  0.0612
H (-0.85888, 6.14964, 2.65570)  0.0548
Br (-4.15377, -5.83932, 6.32574)  0.6029
C (-5.51356, -5.21108, 5.07595)  -0.6955
C (-4.94290, -4.19710, 4.11215)  -0.6946
Br (-4.73477, -2.45442, 4.96308)  0.6219
H (-6.34274, -4.82350, 5.67437)  0.0527
H (-5.84371, -6.10726, 4.54222)  0.0587
H (-5.63183, -4.02614, 3.27992)  0.0624
H (-3.96360, -4.47791, 3.71491)  0.0308
Br (-5.29557, 5.64017, -8.99621)  0.5987
C (-3.59166, 5.42436, -8.07112)  -0.7006
C (-3.14991, 3.97951, -8.06998)  -0.6848
Br (-4.14415, 2.93899, -6.75350)  0.6374
H (-3.71775, 5.84127, -7.06805)  0.0515
H (-2.88458, 6.04340, -8.63133)  0.0584
H (-2.10272, 3.89690, -7.76495)  0.0538
H (-3.28220, 3.48360, -9.03551)  0.0531

Number 1: HOMO -6.461 eV. Number 2: HOMO -6.795 eV. Number 3: HOMO -8.466 eV.